No. 1
A 2-piece molecular cluster, C19H43ClINO2Si overall, computed with wB97M-V/def2-TZVPD.

Geometry (Å):
C (0.003, -1.408, 5.170)
C (-0.501, -0.111, 4.527)
C (-1.667, -0.368, 3.547)
C (-1.399, 0.088, 2.111)
Si (0.030, -0.714, 1.171)
C (-0.315, -0.378, -0.664)
C (-0.383, 1.133, -0.996)
C (0.871, 1.662, -1.658)
I (1.230, 0.769, -3.578)
C (1.708, 0.112, 1.553)
C (2.496, -0.447, 2.756)
C (3.701, -1.324, 2.409)
C (4.681, -0.680, 1.457)
O (5.941, -1.349, 1.431)
C (5.882, -2.656, 0.906)
C (0.140, -2.614, 1.352)
Cl (-1.451, -3.329, 1.814)
C (0.554, -3.313, 0.060)
C (1.996, -3.045, -0.363)
H (-0.011, -2.204, 4.425)
H (-0.643, -1.734, 5.976)
H (1.034, -1.323, 5.501)
H (0.311, 0.451, 4.075)
H (-0.881, 0.512, 5.332)
H (-2.525, 0.195, 3.909)
H (-1.954, -1.410, 3.608)
H (-2.297, -0.059, 1.514)
H (-1.241, 1.166, 2.136)
H (0.421, -0.858, -1.302)
H (-1.290, -0.816, -0.871)
H (-1.234, 1.375, -1.626)
H (-0.495, 1.692, -0.068)
H (1.755, 1.555, -1.046)
H (0.733, 2.714, -1.869)
H (2.300, 0.070, 0.645)
H (1.463, 1.163, 1.693)
H (1.859, -1.011, 3.429)
H (2.874, 0.399, 3.328)
H (4.244, -1.502, 3.335)
H (3.350, -2.292, 2.062)
H (4.915, 0.324, 1.796)
H (4.308, -0.632, 0.431)
H (6.870, -2.943, 0.565)
H (5.546, -3.388, 1.642)
H (5.175, -2.702, 0.074)
H (0.869, -2.846, 2.122)
H (-0.157, -3.104, -0.730)
H (0.460, -4.376, 0.264)
H (2.377, -2.085, -0.034)
H (2.663, -3.836, -0.043)
H (2.046, -3.035, -1.449)
C (-5.021, 3.115, -5.406)
C (-3.534, 3.363, -5.172)
C (-2.857, 2.296, -4.300)
O (-3.130, 2.402, -2.913)
C (-4.344, 1.813, -2.485)
N (-3.357, 4.716, -4.637)
H (-5.620, 3.368, -4.531)
H (-5.378, 3.734, -6.228)
H (-5.213, 2.071, -5.664)
H (-3.040, 3.326, -6.147)
H (-1.775, 2.424, -4.389)
H (-3.089, 1.284, -4.657)
H (-4.576, 0.910, -3.058)
H (-5.177, 2.516, -2.557)
H (-4.225, 1.539, -1.436)
H (-2.364, 4.929, -4.586)
H (-3.662, 4.708, -3.667)

Properties
Relative energy (zero: lowest compared OMol25 entry of this formula, charge and spin) (kJ/mol): 0.0
HOMO (eV): -9.3
E_LUMO (eV): 0.45
Orbital gap (eV): 9.74

Here are the Löwdin charges for atoms 1 to 4, given in e: -0.108, -0.248, -0.273, -0.252

No. 2
A 2-piece molecular cluster, C4H12NO2S overall at a distorted geometry, computed with wB97M-V/def2-TZVPD.

Geometry (Å):
C (-0.526, -0.352, -0.609)
N (0.453, 0.606, -0.207)
C (-0.206, 1.799, 0.352)
O (-0.883, 1.471, 1.580)
C (-0.386, -1.830, -0.131)
C (-0.023, -1.935, 1.289)
S (1.662, -1.249, 1.764)
H (-1.526, 0.043, -0.345)
H (-0.568, -0.296, -1.766)
H (1.295, 0.180, 0.099)
H (0.574, 2.604, 0.686)
H (-0.803, 2.218, -0.350)
H (0.495, -2.293, -0.764)
H (-1.209, -2.440, -0.258)
H (0.265, -2.950, 1.622)
H (-0.853, -1.601, 1.938)
H (-0.270, 0.752, 2.008)
H (0.533, 2.228, -1.754)
H (1.233, 1.151, -2.466)
O (0.742, 1.895, -2.688)

Properties
Relative energy (zero: lowest compared OMol25 entry of this formula, charge and spin) (kJ/mol): 160.3
HOMO (eV): -2.7
E_LUMO (eV): 3.68
Total charge: -1
Orbital gap (eV): 6.42

Here are the Löwdin charges for atoms 1 to 4, given in e: -0.272, -0.133, -0.298, -0.133

No. 3
A 12-piece molecular cluster, C78H188N12O22 overall at a distorted geometry, computed with wB97M-V/def2-TZVPD.

Geometry (Å):
C (0.867, -6.183, 3.293)
C (1.020, -5.036, 4.258)
C (1.022, -3.817, 3.329)
C (0.901, -2.505, 4.047)
C (-0.340, -2.573, 4.990)
C (-0.351, -3.661, 5.942)
N (-0.121, -4.974, 5.175)
O (-0.048, -6.050, 6.131)
C (0.679, -3.412, 7.138)
C (-1.706, -3.772, 6.652)
C (2.397, -5.179, 4.921)
H (-0.166, -6.177, 2.907)
H (1.003, -7.117, 3.790)
H (1.543, -5.973, 2.461)
H (1.886, -3.829, 2.728)
H (0.243, -3.838, 2.585)
H (0.649, -1.626, 3.390)
H (1.840, -2.382, 4.550)
H (-1.219, -2.635, 4.356)
H (-0.345, -1.680, 5.575)
H (0.422, -2.537, 7.672)
H (0.657, -4.336, 7.747)
H (1.709, -3.417, 6.840)
H (-2.105, -2.829, 6.883)
H (-2.430, -4.279, 5.986)
H (-1.581, -4.315, 7.632)
H (3.064, -5.463, 4.096)
H (2.406, -5.957, 5.663)
H (2.840, -4.288, 5.351)
H (-0.781, -6.655, 5.890)
C (1.176, 1.005, -2.615)
C (0.874, 0.963, -1.124)
C (1.002, 2.361, -0.641)
C (0.505, 2.610, 0.749)
C (-0.942, 2.031, 0.743)
C (-1.126, 0.596, 0.377)
N (-0.514, 0.521, -0.977)
O (-0.732, -0.735, -1.650)
C (-0.512, -0.281, 1.404)
C (-2.655, 0.388, 0.216)
C (1.996, 0.095, -0.469)
H (1.184, 0.051, -3.132)
H (2.189, 1.376, -2.781)
H (0.424, 1.667, -3.086)
H (2.061, 2.593, -0.748)
H (0.461, 3.017, -1.276)
H (0.449, 3.702, 0.870)
H (1.065, 2.169, 1.579)
H (-1.521, 2.661, 0.038)
H (-1.419, 2.296, 1.712)
H (-1.135, -0.267, 2.313)
H (-0.445, -1.341, 1.006)
H (0.435, 0.045, 1.727)
H (-3.082, 1.033, -0.566)
H (-2.763, -0.642, -0.092)
H (-3.133, 0.590, 1.164)
H (2.959, 0.536, -0.772)
H (1.979, -0.983, -0.615)
H (2.003, 0.196, 0.616)
H (-0.658, -1.525, -1.058)
C (-2.002, 3.578, 7.977)
O (-1.911, 4.127, 6.671)
C (-0.979, 3.340, 5.939)
C (-0.649, 4.033, 4.688)
N (0.174, 5.163, 5.027)
C (0.461, 6.092, 3.949)
C (1.558, 7.062, 4.366)
O (0.896, 8.023, 5.194)
C (1.834, 8.822, 5.881)
H (-2.283, 2.514, 7.991)
H (-2.746, 4.112, 8.588)
H (-1.069, 3.650, 8.475)
H (-1.305, 2.307, 5.792)
H (-0.051, 3.253, 6.519)
H (-1.569, 4.364, 4.194)
H (-0.094, 3.457, 3.931)
H (-0.187, 5.730, 5.799)
H (-0.399, 6.613, 3.558)
H (0.850, 5.488, 3.138)
H (1.997, 7.565, 3.528)
H (2.287, 6.573, 5.033)
H (1.380, 9.797, 6.183)
H (2.588, 9.106, 5.200)
H (2.407, 8.346, 6.660)
C (5.118, -8.061, -2.772)
O (4.500, -7.032, -3.547)
C (3.175, -6.736, -3.094)
C (2.495, -5.768, -4.034)
N (3.033, -4.421, -3.892)
C (2.388, -3.397, -4.605)
C (2.858, -2.011, -4.307)
O (4.136, -1.855, -4.969)
C (4.550, -0.504, -4.840)
H (6.068, -8.292, -3.217)
H (4.593, -9.050, -2.785)
H (5.199, -7.838, -1.739)
H (3.394, -6.308, -2.134)
H (2.523, -7.649, -3.009)
H (1.479, -5.771, -3.679)
H (2.474, -6.088, -5.060)
H (4.067, -4.456, -4.071)
H (1.313, -3.417, -4.403)
H (2.416, -3.480, -5.680)
H (2.982, -1.822, -3.272)
H (2.152, -1.359, -4.821)
H (3.881, 0.094, -5.494)
H (5.520, -0.338, -5.253)
H (4.504, -0.059, -3.821)
C (4.213, 4.017, 1.531)
O (3.528, 4.828, 0.515)
C (3.334, 6.153, 0.832)
C (2.702, 6.833, -0.398)
N (1.428, 6.266, -0.783)
C (1.145, 6.517, -2.149)
C (-0.280, 6.225, -2.481)
O (-0.598, 4.871, -2.174)
C (-1.722, 4.317, -2.939)
H (3.534, 3.915, 2.357)
H (5.147, 4.477, 1.820)
H (4.439, 3.077, 1.052)
H (4.288, 6.695, 1.045)
H (2.617, 6.307, 1.672)
H (3.473, 6.766, -1.235)
H (2.659, 7.955, -0.246)
H (1.552, 5.276, -0.597)
H (1.716, 5.815, -2.786)
H (1.423, 7.498, -2.412)
H (-0.391, 6.474, -3.531)
H (-0.830, 6.926, -1.846)
H (-1.771, 4.610, -3.975)
H (-2.620, 4.610, -2.422)
H (-1.539, 3.249, -2.896)
C (-7.224, 4.027, -1.135)
O (-6.690, 3.180, -2.106)
C (-5.787, 2.258, -1.512)
C (-5.350, 1.283, -2.572)
N (-4.605, 2.018, -3.595)
C (-4.305, 1.161, -4.766)
C (-3.562, 1.894, -5.848)
O (-4.409, 2.978, -6.253)
C (-3.671, 3.890, -7.134)
H (-7.723, 4.801, -1.729)
H (-6.428, 4.435, -0.522)
H (-7.990, 3.627, -0.455)
H (-6.171, 1.706, -0.660)
H (-4.786, 2.726, -1.251)
H (-6.228, 0.698, -3.011)
H (-4.701, 0.558, -2.085)
H (-5.189, 2.806, -3.904)
H (-5.242, 0.810, -5.240)
H (-3.750, 0.288, -4.391)
H (-3.352, 1.176, -6.667)
H (-2.621, 2.333, -5.436)
H (-2.712, 4.228, -6.720)
H (-4.299, 4.757, -7.261)
H (-3.445, 3.324, -8.052)
C (5.808, -1.343, 3.106)
O (4.950, -0.613, 3.906)
C (3.906, -0.100, 3.135)
C (3.080, 0.836, 4.013)
N (3.791, 2.004, 4.387)
C (3.002, 3.088, 4.974)
C (3.892, 4.030, 5.779)
O (4.329, 3.488, 6.996)
C (3.287, 3.541, 7.961)
H (6.320, -0.786, 2.329)
H (5.290, -2.106, 2.569)
H (6.593, -1.743, 3.735)
H (3.162, -0.913, 2.807)
H (4.310, 0.463, 2.290)
H (2.756, 0.299, 4.930)
H (2.258, 1.068, 3.395)
H (4.513, 1.669, 5.024)
H (2.201, 2.659, 5.599)
H (2.464, 3.546, 4.183)
H (3.310, 4.931, 6.019)
H (4.823, 4.225, 5.251)
H (2.325, 3.204, 7.626)
H (3.210, 4.517, 8.420)
H (3.553, 2.720, 8.686)
C (-7.638, -10.113, 3.038)
O (-6.381, -9.634, 2.623)
C (-6.103, -8.340, 3.191)
C (-4.612, -8.041, 2.983)
N (-4.393, -6.620, 3.284)
C (-3.025, -6.239, 3.144)
C (-2.960, -4.686, 3.091)
O (-3.911, -4.248, 2.072)
C (-3.891, -2.873, 1.943)
H (-7.685, -10.482, 4.016)
H (-7.898, -10.931, 2.355)
H (-8.408, -9.327, 2.962)
H (-6.313, -8.298, 4.246)
H (-6.727, -7.627, 2.656)
H (-4.351, -8.314, 1.927)
H (-4.099, -8.663, 3.681)
H (-4.999, -5.994, 2.753)
H (-2.610, -6.508, 2.148)
H (-2.405, -6.623, 3.962)
H (-1.982, -4.399, 2.798)
H (-3.195, -4.226, 4.074)
H (-2.907, -2.465, 1.746)
H (-4.204, -2.416, 2.898)
H (-4.481, -2.527, 1.116)
C (4.150, -3.752, -0.586)
O (2.939, -4.485, -0.286)
C (1.775, -3.672, -0.519)
C (0.613, -4.676, -0.818)
N (-0.630, -3.794, -0.996)
C (-1.919, -4.416, -0.812)
C (-2.990, -3.726, -1.533)
O (-2.793, -3.809, -2.934)
C (-3.294, -2.636, -3.630)
H (4.151, -3.308, -1.602)
H (5.023, -4.377, -0.520)
H (4.292, -2.919, 0.144)
H (1.977, -3.064, -1.408)
H (1.615, -3.076, 0.348)
H (0.463, -5.215, 0.088)
H (0.903, -5.327, -1.650)
H (-0.629, -3.500, -1.961)
H (-2.197, -4.503, 0.261)
H (-1.974, -5.461, -1.201)
H (-2.941, -2.677, -1.152)
H (-4.074, -4.085, -1.368)
H (-3.068, -2.722, -4.663)
H (-2.955, -1.734, -3.101)
H (-4.353, -2.645, -3.528)
C (9.307, 3.351, -6.623)
O (8.846, 3.409, -5.294)
C (8.307, 2.177, -4.912)
C (8.049, 2.030, -3.405)
N (7.140, 2.975, -2.784)
C (5.788, 2.790, -3.242)
C (4.803, 3.846, -2.689)
O (5.085, 5.203, -3.070)
C (4.890, 5.431, -4.392)
H (8.498, 3.296, -7.336)
H (9.905, 2.462, -6.777)
H (9.871, 4.269, -6.818)
H (9.030, 1.421, -5.204)
H (7.455, 1.924, -5.559)
H (9.031, 2.148, -2.987)
H (7.671, 1.059, -3.203)
H (7.511, 3.895, -2.911)
H (5.457, 1.811, -2.838)
H (5.655, 2.746, -4.361)
H (4.875, 3.799, -1.636)
H (3.777, 3.653, -3.049)
H (3.883, 5.225, -4.732)
H (5.629, 4.886, -5.049)
H (5.070, 6.522, -4.692)
C (-1.924, 5.906, 1.014)
O (-2.805, 5.536, 2.059)
C (-4.149, 5.519, 1.642)
C (-4.959, 4.614, 2.619)
N (-4.437, 3.270, 2.714)
C (-5.307, 2.476, 3.561)
C (-4.804, 1.064, 3.839)
O (-3.545, 1.247, 4.485)
C (-2.888, 0.062, 4.624)
H (-2.057, 5.390, 0.060)
H (-0.901, 5.678, 1.271)
H (-1.980, 6.990, 0.831)
H (-4.259, 5.135, 0.613)
H (-4.571, 6.529, 1.716)
H (-6.009, 4.553, 2.184)
H (-5.012, 5.041, 3.649)
H (-3.464, 3.228, 3.051)
H (-6.239, 2.346, 3.092)
H (-5.482, 2.937, 4.594)
H (-4.691, 0.447, 2.899)
H (-5.564, 0.563, 4.511)
H (-2.631, -0.506, 3.731)
H (-3.505, -0.679, 5.166)
H (-1.953, 0.143, 5.185)
C (-5.513, -5.741, -7.937)
O (-4.475, -4.784, -7.814)
C (-3.922, -4.421, -9.085)
C (-2.632, -3.638, -8.815)
N (-2.830, -2.183, -8.703)
C (-1.694, -1.336, -8.806)
C (-0.768, -1.342, -7.608)
O (-1.477, -0.868, -6.489)
C (-0.664, -0.862, -5.326)
H (-5.137, -6.561, -8.549)
H (-6.334, -5.226, -8.396)
H (-5.787, -6.127, -6.947)
H (-4.609, -3.841, -9.726)
H (-3.558, -5.331, -9.647)
H (-1.971, -3.801, -9.696)
H (-2.091, -4.130, -7.994)
H (-3.569, -1.996, -7.999)
H (-2.057, -0.290, -8.965)
H (-1.059, -1.643, -9.676)
H (0.157, -0.791, -7.701)
H (-0.479, -2.377, -7.393)
H (-1.275, -0.491, -4.499)
H (0.183, -0.156, -5.356)
H (-0.167, -1.767, -5.138)

Properties
Relative energy (zero: lowest compared OMol25 entry of this formula, charge and spin) (kJ/mol): 8.2
HOMO (eV): -8.4
E_LUMO (eV): 0.51
Orbital gap (eV): 8.93

Here are the Löwdin charges for atoms 1 to 4, given in e: -0.030, -0.521, -0.159, -0.137

No. 4
An isolated ion of composition C4H9N4 and charge +1 at a distorted geometry, computed with wB97M-V/def2-TZVPD.

Geometry (Å):
C (-0.201, 1.067, 0.072)
C (-1.066, 0.041, 0.062)
C (1.035, -0.811, 0.002)
C (-2.554, 0.032, -0.019)
N (1.078, 0.566, -0.060)
N (-0.275, -1.103, -0.022)
N (2.121, -1.560, 0.035)
N (2.132, 1.364, -0.005)
H (-0.434, 2.120, -0.102)
H (-2.985, -0.372, -0.973)
H (-3.137, -0.525, 0.798)
H (-2.872, 1.005, 0.084)
H (-0.578, -2.079, 0.195)
H (2.961, -1.109, 0.345)
H (2.136, -2.420, -0.540)
H (1.984, 2.301, 0.297)
H (2.933, 1.199, -0.541)

Properties
Relative energy (zero: lowest compared OMol25 entry of this formula, charge and spin) (kJ/mol): 77.7
HOMO (eV): -12.6
E_LUMO (eV): -2.88
Total charge: +1
Orbital gap (eV): 9.73

Here are the Löwdin charges for atoms 1 to 4, given in e: 0.022, -0.254, -0.303, -0.014

Among the records above, which one has the highest orbital gap? C19H43ClINO2Si

Repeat the first record exactly.
A 2-piece molecular cluster, C19H43ClINO2Si overall, computed with wB97M-V/def2-TZVPD.

Geometry (Å):
C (0.003, -1.408, 5.170)
C (-0.501, -0.111, 4.527)
C (-1.667, -0.368, 3.547)
C (-1.399, 0.088, 2.111)
Si (0.030, -0.714, 1.171)
C (-0.315, -0.378, -0.664)
C (-0.383, 1.133, -0.996)
C (0.871, 1.662, -1.658)
I (1.230, 0.769, -3.578)
C (1.708, 0.112, 1.553)
C (2.496, -0.447, 2.756)
C (3.701, -1.324, 2.409)
C (4.681, -0.680, 1.457)
O (5.941, -1.349, 1.431)
C (5.882, -2.656, 0.906)
C (0.140, -2.614, 1.352)
Cl (-1.451, -3.329, 1.814)
C (0.554, -3.313, 0.060)
C (1.996, -3.045, -0.363)
H (-0.011, -2.204, 4.425)
H (-0.643, -1.734, 5.976)
H (1.034, -1.323, 5.501)
H (0.311, 0.451, 4.075)
H (-0.881, 0.512, 5.332)
H (-2.525, 0.195, 3.909)
H (-1.954, -1.410, 3.608)
H (-2.297, -0.059, 1.514)
H (-1.241, 1.166, 2.136)
H (0.421, -0.858, -1.302)
H (-1.290, -0.816, -0.871)
H (-1.234, 1.375, -1.626)
H (-0.495, 1.692, -0.068)
H (1.755, 1.555, -1.046)
H (0.733, 2.714, -1.869)
H (2.300, 0.070, 0.645)
H (1.463, 1.163, 1.693)
H (1.859, -1.011, 3.429)
H (2.874, 0.399, 3.328)
H (4.244, -1.502, 3.335)
H (3.350, -2.292, 2.062)
H (4.915, 0.324, 1.796)
H (4.308, -0.632, 0.431)
H (6.870, -2.943, 0.565)
H (5.546, -3.388, 1.642)
H (5.175, -2.702, 0.074)
H (0.869, -2.846, 2.122)
H (-0.157, -3.104, -0.730)
H (0.460, -4.376, 0.264)
H (2.377, -2.085, -0.034)
H (2.663, -3.836, -0.043)
H (2.046, -3.035, -1.449)
C (-5.021, 3.115, -5.406)
C (-3.534, 3.363, -5.172)
C (-2.857, 2.296, -4.300)
O (-3.130, 2.402, -2.913)
C (-4.344, 1.813, -2.485)
N (-3.357, 4.716, -4.637)
H (-5.620, 3.368, -4.531)
H (-5.378, 3.734, -6.228)
H (-5.213, 2.071, -5.664)
H (-3.040, 3.326, -6.147)
H (-1.775, 2.424, -4.389)
H (-3.089, 1.284, -4.657)
H (-4.576, 0.910, -3.058)
H (-5.177, 2.516, -2.557)
H (-4.225, 1.539, -1.436)
H (-2.364, 4.929, -4.586)
H (-3.662, 4.708, -3.667)

Properties
Relative energy (zero: lowest compared OMol25 entry of this formula, charge and spin) (kJ/mol): 0.0
HOMO (eV): -9.3
E_LUMO (eV): 0.45
Orbital gap (eV): 9.74

Here are the Löwdin charges for atoms 1 to 4, given in e: -0.108, -0.248, -0.273, -0.252

Which of these has the highest HOMO? C4H12NO2S